C13H22S | ωB97M-V with the def2-TZVPD basis set

Calculated values
**Gap between HOMO and LUMO (spin up / spin down)**: 8.21 / 8.21 eV
**Charge**: 0
**Spin multiplicity**: 1
**Structure (SMILES)**: S=C1CCCCCCCC1.C=C=CC

Last column: natural (NBO) charge in e.
Geometry (Å):
C -4.525 2.391 1.223  -0.6234
C -2.442 0.564 -1.127  -0.4853
C -3.198 1.671 1.093  -0.2779
C -2.661 1.051 0.074  0.0743
C 3.074 -0.961 -1.006  -0.3919
C 1.983 -1.953 -1.472  -0.3832
C 2.843 0.001 0.125  -0.4133
C 1.099 -2.516 -0.396  -0.4161
C 2.085 1.253 -0.240  -0.3642
C -0.257 -1.879 0.034  -0.3935
C 0.637 1.020 -0.326  -0.5574
C -0.210 -0.866 1.173  -0.5803
C 0.127 0.494 0.912  0.1303
S 0.088 1.594 2.204  -0.0846
H -4.904 2.302 2.292  0.2185
H -4.344 3.496 1.035  0.2231
H -2.530 -0.469 -1.465  0.2199
H -2.043 1.314 -1.882  0.2192
H -2.596 1.946 1.935  0.2283
H 3.868 -1.580 -0.765  0.1980
H 3.216 -0.324 -1.917  0.2001
H 1.373 -1.308 -2.349  0.1720
H 2.576 -2.726 -1.944  0.2144
H 2.534 -0.413 1.015  0.1983
H 3.771 0.426 0.252  0.2105
H 0.812 -3.556 -0.556  0.2135
H 1.802 -2.497 0.535  0.1893
H 2.349 1.923 0.525  0.2177
H 2.598 1.680 -1.127  0.2042
H -0.859 -1.568 -0.844  0.2109
H -0.765 -2.829 0.453  0.2142
H 0.187 2.004 -0.444  0.2510
H 0.425 0.430 -1.211  0.2196
H -1.170 -0.872 1.709  0.2686
H 0.363 -1.262 1.943  0.2572
H -5.303 2.019 0.539  0.2178

---

C3H8N5O | ωB97M-V with the def2-TZVPD basis set

Calculated values
**Gap between HOMO and LUMO**: 8.36 eV
**Charge**: +1
**Spin multiplicity**: 1
**Structure (SMILES)**: NN[C@]1(O)NC=CN=[NH+]1

Last column: natural (NBO) charge in e.
Geometry (Å):
C 0.223 -0.879 1.531  0.1812
C -0.394 -1.810 0.650  -0.1109
C -0.414 0.906 -0.085  0.6522
N 0.149 0.369 1.195  -0.4844
N -1.336 -1.335 -0.094  -0.0762
N -1.503 -0.034 -0.265  -0.3844
N 0.590 0.713 -1.163  -0.4891
N 1.418 -0.395 -1.154  -0.6759
O -0.644 2.235 -0.078  -0.6406
H 0.902 -1.167 2.384  0.2620
H -0.497 -2.935 0.705  0.2680
H -2.249 0.370 -0.818  0.4193
H 1.043 1.567 -1.493  0.3910
H 0.557 0.934 1.938  0.4476
H 2.355 -0.028 -1.140  0.3657
H 1.313 -0.976 -1.983  0.3747
H -1.510 2.465 -0.129  0.4996

---

C4H10O | ωB97M-V with the def2-TZVPD basis set

Calculated values
**Gap between HOMO and LUMO**: 10.45 eV
**Charge**: 0
**Spin multiplicity**: 1
**Structure (SMILES)**: C=CC.CO

Last column: natural (NBO) charge in e.
Geometry (Å):
C 1.784 -0.298 -0.750  -0.2556
O 2.520 -0.039 0.481  -0.7320
H 0.715 -0.371 -0.592  0.1854
H 2.173 -1.252 -1.152  0.1773
H 2.094 0.469 -1.534  0.1639
H 2.431 0.923 0.667  0.4625
C -1.150 -0.844 1.056  -0.6684
C -1.444 0.042 -0.237  -0.1840
C -1.360 1.398 -0.343  -0.4227
H -0.673 -1.788 0.812  0.2181
H -2.180 -1.154 1.436  0.2250
H -0.620 -0.438 1.979  0.2290
H -1.703 -0.574 -1.133  0.2010
H -1.793 1.995 -1.148  0.2093
H -0.793 1.930 0.458  0.1912

---

C36H47BN15O2SSiV | ωB97M-V with the def2-TZVPD basis set

Calculated values
**Gap between HOMO and LUMO (spin up / spin down)**: 6.64 / 6.28 eV
**Charge**: 0
**Spin multiplicity**: 3
**<S²>**: 2.396

Last column: Löwdin spin population.
Geometry (Å):
V -0.155 -0.412 0.020  1.8653
C -0.533 3.904 -2.012  0.0000
C 0.049 3.718 -0.644  0.0001
C 0.070 4.638 0.426  0.0002
C 0.740 3.984 1.437  0.0001
N 1.092 2.769 0.971  0.0004
N 0.661 2.595 -0.301  0.0012
B 1.844 1.609 1.652  0.0007
N 2.487 0.763 0.522  0.0015
C 3.768 0.888 0.143  0.0076
C 3.975 0.107 -0.968  0.0024
C 2.744 -0.501 -1.226  0.0074
C 2.489 -1.536 -2.266  -0.0002
N 1.840 -0.082 -0.330  -0.0093
N 0.887 0.736 2.524  0.0058
C 0.717 0.870 3.843  0.0119
C -0.269 0.007 4.251  0.0047
C -0.712 -0.636 3.097  0.0112
C -1.808 -1.646 3.078  -0.0006
N -0.012 -0.194 2.034  -0.0033
N 2.982 2.145 2.518  0.0000
C 3.657 3.315 2.391  0.0000
C 4.705 3.291 3.273  0.0000
C 4.608 2.032 3.912  0.0000
C 5.496 1.458 4.971  0.0000
N 3.576 1.348 3.447  0.0000
H -0.840 4.940 -2.154  0.0000
H 0.198 3.641 -2.777  0.0000
H -1.403 3.258 -2.165  0.0000
H -0.349 5.634 0.450  0.0000
H 0.966 4.288 2.450  0.0000
H 4.459 1.516 0.685  0.0004
H 4.894 -0.023 -1.519  0.0001
H 3.147 -2.387 -2.093  0.0003
H 1.458 -1.867 -2.242  -0.0007
H 2.706 -1.143 -3.256  0.0004
H 1.300 1.567 4.417  0.0007
H -0.647 -0.134 5.251  0.0002
H -2.168 -1.783 4.097  -0.0001
H -2.638 -1.317 2.460  -0.0010
H -1.472 -2.611 2.698  0.0003
H 3.348 4.068 1.679  0.0000
H 5.441 4.063 3.441  0.0000
H 6.151 2.227 5.379  0.0000
H 4.902 1.035 5.781  0.0000
H 6.119 0.659 4.566  0.0000
S -2.125 -1.684 -0.268  -0.0601
C -1.461 -3.238 -0.040  -0.0629
N -2.244 -4.307 0.097  0.2680
N -1.679 -5.500 -0.075  0.1684
C -0.861 -5.945 -1.145  0.0023
C -0.384 -5.114 -2.162  0.0190
C 0.295 -5.664 -3.238  -0.0021
C 0.532 -7.030 -3.315  0.0244
C 0.090 -7.848 -2.286  -0.0028
C -0.600 -7.313 -1.210  0.0224
N -0.130 -3.377 0.113  -0.0217
N 0.532 -2.290 0.302  -0.2342
C 1.867 -2.692 0.752  -0.0068
C 2.482 -2.094 1.845  -0.0154
C 3.743 -2.510 2.248  0.0014
C 4.397 -3.533 1.579  -0.0142
C 3.762 -4.166 0.518  0.0018
C 2.501 -3.759 0.119  -0.0130
H -2.190 -6.220 0.401  0.0021
H -0.558 -4.050 -2.129  0.0017
H 0.637 -5.008 -4.031  -0.0007
H 1.048 -7.450 -4.168  0.0014
H 0.270 -8.916 -2.325  -0.0008
H -0.952 -7.959 -0.411  0.0010
H 1.987 -1.321 2.410  -0.0006
H 4.209 -2.011 3.090  0.0003
H 5.383 -3.852 1.899  -0.0009
H 4.250 -4.977 -0.008  0.0004
H 1.993 -4.259 -0.697  0.0003
C -0.094 -1.748 -4.602  0.0009
Si -0.223 -0.064 -3.752  0.0029
C 1.129 1.086 -4.382  0.0002
C -1.785 0.676 -4.531  0.0002
O -0.338 -0.180 -2.150  0.0137
H -0.391 -1.661 -5.655  0.0001
H -0.778 -2.458 -4.121  0.0001
H 0.908 -2.183 -4.579  0.0000
H 1.301 0.912 -5.452  0.0000
H 2.083 0.982 -3.860  0.0000
H 0.811 2.128 -4.264  0.0000
H -1.621 0.808 -5.607  0.0000
H -2.023 1.663 -4.114  0.0000
H -2.662 0.025 -4.410  0.0000
C -4.835 2.730 -1.239  0.0000
N -3.750 2.302 -0.385  0.0001
C -3.475 2.820 0.931  -0.0002
C -2.254 1.999 1.336  0.0003
O -1.731 2.117 2.413  0.0003
N -1.912 1.144 0.290  -0.0047
C -2.811 1.390 -0.701  0.0003
N -2.778 0.803 -1.879  -0.0010
H -5.610 3.175 -0.620  0.0000
H -5.273 1.878 -1.761  0.0000
H -4.513 3.470 -1.977  0.0000
H -4.295 2.658 1.632  0.0000
H -3.216 3.880 0.917  0.0000
H -1.879 0.322 -2.142  0.0004
H -3.452 1.044 -2.583  0.0000

---

C9H21ClNbO9PS2 | ωB97M-V with the def2-TZVPD basis set

Calculated values
**Gap between HOMO and LUMO**: 3.89 eV
**Charge**: -2
**Spin multiplicity**: 1

Last column: natural (NBO) charge in e.
Geometry (Å):
O -2.207 -1.541 6.241  -0.6955
C -2.720 -1.619 5.128  0.5532
O -3.904 -1.648 4.787  -0.7400
Nb -1.096 -1.781 3.541  1.0446
Cl 0.910 -0.945 4.644  -0.5440
P -0.030 -1.681 1.122  1.8368
O 1.425 -1.902 1.106  -1.1698
O -0.780 -2.759 0.142  -1.0111
O -0.361 -0.240 0.399  -1.0347
H -1.635 -0.062 3.056  -0.4505
H -2.408 -2.541 2.574  -0.3133
H -0.518 -3.512 3.872  -0.4338
H -1.504 -2.285 -0.274  0.4798
H -1.258 -0.036 0.688  0.5039
C -2.650 1.167 -4.386  -0.4052
C -3.618 -0.018 -4.528  -0.4000
C -3.136 -1.119 -3.573  -0.6802
S -2.279 -0.278 -2.222  2.1829
O -0.903 -0.645 -2.310  -0.9110
O -3.054 -0.396 -1.018  -0.9292
C -2.459 1.378 -2.887  -0.6787
H -3.035 2.065 -4.868  0.2119
H -1.693 0.918 -4.849  0.2123
H -4.623 0.300 -4.247  0.2034
H -3.664 -0.381 -5.554  0.2109
H -3.959 -1.696 -3.161  0.2476
H -2.418 -1.783 -4.048  0.2424
H -1.576 1.959 -2.635  0.2599
H -3.344 1.822 -2.432  0.2342
C 2.963 0.539 0.534  -0.4382
C 4.444 0.527 0.130  -0.3996
C 5.053 1.865 0.572  -0.6714
S 4.083 2.401 2.000  2.1587
O 3.402 3.628 1.644  -0.9692
O 4.916 2.345 3.179  -0.9640
C 2.926 1.038 1.971  -0.6618
H 2.505 -0.446 0.460  0.3156
H 2.408 1.223 -0.113  0.1971
H 4.951 -0.295 0.640  0.2042
H 4.569 0.375 -0.942  0.2047
H 6.094 1.773 0.873  0.2285
H 4.957 2.628 -0.198  0.2264
H 1.943 1.382 2.282  0.2807
H 3.286 0.277 2.662  0.2617